C4H12NO2 | ωB97M-V/def2-TZVPD

Atoms and positions in Å:
C -0.395 -1.119 1.779
C -0.744 -0.039 0.818
C -1.971 0.506 0.627
C 1.554 0.101 0.051
N 0.312 0.473 0.034
H 0.289 -0.745 2.570
H -1.353 -1.490 2.287
H 0.028 -1.962 1.304
H -2.160 1.256 -0.054
H -2.840 0.157 1.228
H 2.277 0.563 -0.653
H 1.832 -0.690 0.694
H 0.103 1.275 -0.581
H 0.639 -3.157 -1.095
H 2.041 -2.824 -1.546
O 1.319 -2.473 -0.986
H -0.395 3.563 -1.281
H -0.538 2.729 -2.503
O -0.415 2.637 -1.547

Values from the calculation:
- charge = +1
- total energy (eV) = -9920.559
- Kohn-Sham gap (Ha) = 0.3436



C4H12NO2 | ωB97M-V/def2-TZVPD

Atoms and positions in Å:
C 0.614 1.649 2.716
C 0.617 0.443 1.770
C 0.715 0.457 0.430
N 0.963 -0.529 -0.623
C 1.717 -1.588 -0.676
H 0.284 1.175 3.783
H 1.785 1.765 2.920
H 0.221 2.604 2.347
H 0.738 -0.592 2.226
H 0.623 1.369 -0.176
H 0.390 -0.669 -1.432
H 1.972 -2.093 -1.672
H 2.117 -1.888 0.268
H -0.411 -0.805 -4.293
H -0.256 0.655 -3.868
O 0.047 -0.246 -3.658
H -4.342 -0.394 1.299
H -3.483 0.754 0.686
O -3.592 -0.246 0.762

Values from the calculation:
- charge = +1
- total energy (eV) = -9918.430
- Kohn-Sham gap (Ha) = 0.3315



C4H12NO2 | ωB97M-V/def2-TZVPD

Atoms and positions in Å:
C -0.792 0.301 1.636
C -0.075 -0.708 0.753
C -1.146 -1.378 -0.154
C -0.817 -1.698 -1.590
O 0.295 -1.704 -2.047
N 0.906 0.088 -0.054
H -0.110 0.917 2.209
H -1.353 0.962 0.986
H -1.366 -0.178 2.417
H 0.496 -1.476 1.231
H -1.258 -2.422 0.216
H -2.126 -0.964 0.017
H -1.655 -2.034 -2.219
H 1.819 0.052 0.376
H 1.148 -0.299 -0.982
H 0.791 1.113 -0.167
H 2.511 3.116 -0.854
H 1.116 3.568 -0.925
O 1.616 2.742 -0.848

Values from the calculation:
- charge = +1
- total energy (eV) = -9921.107
- Kohn-Sham gap (Ha) = 0.4090



C4H12NO2P | ωB97M-V/def2-TZVPD

Atoms and positions in Å:
C 0.380 0.507 1.625
C 0.369 1.408 -0.635
C 0.493 -1.122 -2.150
C 1.127 0.776 0.346
N 2.241 0.070 0.164
O -3.697 -0.420 2.105
O -1.301 -0.864 -0.158
P -0.853 -0.099 -1.378
H 0.836 -0.194 2.242
H -0.519 0.066 1.214
H 0.045 1.263 2.225
H -0.493 2.066 -0.389
H 0.853 1.870 -1.589
H -3.819 0.118 1.363
H 1.261 -1.499 -1.391
H -0.019 -2.044 -2.724
H 0.939 -0.545 -3.010
H 2.905 0.108 -0.709
H 2.555 -0.275 1.019
H -3.301 -1.191 1.831

Values from the calculation:
- charge = 0
- total energy (eV) = -19215.036
- Kohn-Sham gap (Ha) = 0.2915



C4H12NO2S | ωB97M-V/def2-TZVPD

Atoms and positions in Å:
C -1.435 0.198 0.062
O -2.301 -0.733 0.564
C 0.018 -0.148 0.458
C 0.915 0.995 0.080
C 2.394 0.857 0.277
S 3.186 -0.086 -0.966
N -0.001 -0.291 1.928
H -1.464 0.304 -1.039
H -1.600 1.327 0.252
H 0.325 -1.050 -0.090
H 0.951 0.995 -1.088
H 0.553 1.954 0.423
H 2.568 0.662 1.355
H 2.742 1.906 0.142
H 1.222 0.716 -1.928
H -0.912 -0.742 2.077
H 0.687 -0.957 2.265
H -3.227 -1.994 -2.066
H -2.315 -1.771 -0.888
O -2.307 -2.142 -1.817

Values from the calculation:
- charge = -1
- total energy (eV) = -20759.577
- Kohn-Sham gap (Ha) = 0.2163



C4H12NO3 | ωB97M-V/def2-TZVPD

Atoms and positions in Å:
C -0.958 0.056 -0.054
C -0.710 0.253 1.441
C 0.740 0.190 1.912
O 1.472 1.342 1.700
N -0.441 -1.242 -0.536
C 0.071 -1.254 -1.888
O -0.820 -1.864 -2.809
H -2.031 0.102 -0.298
H -0.549 0.859 -0.664
H -1.146 1.195 1.797
H -1.300 -0.560 1.891
H 0.791 -0.139 2.978
H 1.319 -0.686 1.517
H 0.298 -1.558 0.074
H 0.946 -1.897 -1.860
H 0.277 -0.257 -2.308
H -1.707 -2.020 -2.499
H 1.373 3.294 -0.489
H 1.273 1.827 0.570
O 1.100 2.360 -0.476

Values from the calculation:
- charge = -1
- total energy (eV) = -11974.953
- Kohn-Sham gap (Ha) = 0.2779



C4H12NO3 | ωB97M-V/def2-TZVPD

Atoms and positions in Å:
C 0.313 -1.396 -1.092
O -0.009 -2.114 0.060
C 0.669 0.069 -0.741
C -0.494 0.993 -1.232
C -0.453 2.448 -0.866
O 0.044 2.940 0.108
N 0.827 0.178 0.803
H -0.463 -1.431 -1.879
H 1.158 -1.823 -1.640
H 0.378 -3.001 0.090
H 1.652 0.430 -1.059
H -1.462 0.623 -0.831
H -0.604 0.903 -2.322
H -0.999 3.169 -1.514
H 0.879 1.158 1.058
H 0.007 -0.298 1.238
H 1.707 -0.268 1.058
H -1.092 -0.312 3.543
H -0.907 -1.609 2.581
O -1.152 -0.659 2.638

Values from the calculation:
- spin multiplicity = 2
- charge = +2
- total energy (eV) = -11954.326
- Kohn-Sham gap (alpha / beta) (Ha) = 0.3261 / 0.1840



C4H12NOP | ωB97M-V/def2-TZVPD

Atoms and positions in Å:
C 2.319 -1.431 0.312
N 1.614 -0.626 -0.684
P 0.269 0.002 -0.299
C -0.175 1.279 -1.717
C 0.148 0.965 1.313
O -1.038 -0.937 -0.054
C -2.363 -0.575 0.097
H 1.755 -2.086 1.039
H 3.180 -0.891 0.899
H 2.903 -2.047 -0.292
H -0.166 0.766 -2.656
H -1.175 1.687 -1.431
H 0.774 1.856 -1.760
H -0.337 1.946 1.290
H -0.521 0.468 1.866
H 1.143 1.097 1.611
H -3.011 -1.375 0.221
H -2.867 0.018 -0.753
H -2.453 -0.115 0.995

Values from the calculation:
- charge = 0
- total energy (eV) = -17167.356
- Kohn-Sham gap (Ha) = 0.3451
- SMILES = CN=P(C)(C)OC



C4H12NOS | ωB97M-V/def2-TZVPD

Atoms and positions in Å:
C 2.345 1.632 -0.542
C 1.613 1.477 0.789
S 1.374 -0.230 1.344
H 1.682 1.265 -1.323
H 3.260 1.034 -0.520
H 2.543 2.698 -0.681
H 2.232 1.906 1.593
H 0.645 1.969 0.760
H 0.526 -0.531 0.339
C -1.299 -0.304 -1.318
O -0.670 0.884 -1.084
C -2.124 -0.815 -0.160
N -2.296 -2.276 -0.179
H -1.984 -0.263 -2.212
H -0.591 -1.110 -1.668
H -1.730 -0.520 0.816
H -3.105 -0.304 -0.148
H -2.941 -2.636 0.510
H -2.557 -2.565 -1.110

Values from the calculation:
- charge = -1
- total energy (eV) = -18714.998
- Kohn-Sham gap (Ha) = 0.2319



C4H12NOS | ωB97M-V/def2-TZVPD

Atoms and positions in Å:
C -1.380 2.145 -0.337
N -0.996 0.765 -0.589
C 0.167 0.345 0.221
C 0.600 -1.071 -0.206
S 1.548 -1.925 1.253
C 1.421 1.253 0.184
H -0.681 2.908 -0.740
H -1.660 2.335 0.694
H -2.252 2.411 -0.954
H -0.706 0.658 -1.557
H -0.093 0.222 1.273
H 1.361 -0.951 -1.016
H -0.209 -1.622 -0.694
H 1.250 2.267 0.553
H 2.065 0.705 0.871
H 1.764 1.353 -0.860
H -0.395 -3.365 1.043
H -0.839 -4.281 -0.042
O -0.965 -4.153 0.901

Values from the calculation:
- charge = -1
- total energy (eV) = -18716.043
- Kohn-Sham gap (Ha) = 0.2377



C4H12NOS | ωB97M-V/def2-TZVPD

Atoms and positions in Å:
C 1.685 1.034 1.369
N 1.620 0.288 -0.080
C 0.280 -0.474 0.028
C -0.122 -0.973 -1.385
S -0.149 0.121 -2.732
C 0.193 -1.417 1.174
H 0.831 1.308 1.902
H 2.202 2.031 1.554
H 2.409 0.478 1.948
H 1.210 0.752 -0.981
H -0.472 0.166 0.430
H -1.138 -1.293 -1.439
H 0.581 -1.737 -1.546
H -0.039 -0.870 2.220
H -0.478 -2.227 1.068
H 1.123 -1.902 1.186
H -2.837 1.902 -0.974
H -3.485 0.962 -1.936
O -3.415 1.851 -1.807

Values from the calculation:
- charge = -1
- total energy (eV) = -18713.510
- Kohn-Sham gap (Ha) = 0.2290



C4H12NOS | ωB97M-V/def2-TZVPD

Atoms and positions in Å:
N -0.506 -1.110 -0.816
C -0.516 0.293 -0.123
C -1.029 1.262 -1.250
O -2.226 0.665 -1.620
C 0.819 0.687 0.560
C 1.377 -0.246 1.722
S 1.753 -1.934 1.002
H -1.436 -1.396 -1.346
H 0.387 -1.121 -1.459
H -0.315 -1.819 -0.089
H -1.300 0.434 0.618
H -1.031 2.282 -0.791
H -0.296 1.317 -2.135
H -2.767 1.168 -2.153
H 0.478 1.434 1.286
H 1.577 0.946 -0.099
H 0.782 -0.094 2.696
H 2.326 -0.041 1.850
H 1.925 -2.727 2.147

Values from the calculation:
- charge = +1
- total energy (eV) = -18707.300
- Kohn-Sham gap (Ha) = 0.3699
- SMILES = [NH3+][C@H](CO)CCS